The following is a quantum chemistry calculation of a cluster of 2 separate species, C6H11FN3 in total in a non-equilibrium geometry, from OMol25.

Positions of all 21 atoms, in Å:
C -1.60 -2.51 1.97
C -0.54 -2.05 1.23
C -2.32 -1.38 2.23
C -0.62 0.89 -1.38
C 1.57 0.07 -0.66
C 0.38 0.78 -0.25
N -1.86 -0.35 1.49
N -0.64 -0.69 1.01
N 0.55 1.78 0.59
F -3.53 -1.36 2.75
H -1.78 -3.33 2.52
H 0.37 -2.52 0.83
H -1.48 0.16 -1.19
H -1.06 1.82 -1.44
H -0.23 0.59 -2.27
H 2.46 0.41 -0.09
H 1.35 -0.96 -0.29
H 1.84 0.33 -1.73
H -2.21 0.61 1.45
H -0.41 2.32 0.81
H 1.28 1.78 1.31

DFT total energy (eV): -13579.3786
E_HOMO (eV): -13.47
Energy above the lowest of the compared OMol25 structures with the same formula, charge and spin (kcal/mol): 50.7
Orbital gap (eV): 9.9086
Net charge: +1